136
Properties=species:S:1:pos:R:3:forces:R:3 method="wB97M-V/def2-TZVPD" e_tot_ev=-310291.1200 charge=+1 e_homo_ev=-9.70 homo_lumo_gap_ev=7.04 e_above_lowest_kcal_mol=0.0
Y 0.38192 -0.23382 0.09919 -0.496 -0.171 0.025
Se 2.42482 6.42344 -0.62848 -0.020 0.026 -0.059
Se 1.75178 1.17791 3.69742 0.032 -0.024 0.033
Ge 3.90751 -0.50979 -4.06540 0.004 -0.016 0.071
S -0.80468 -5.08698 -0.33932 0.017 -0.016 -0.017
S 4.40082 -2.36306 2.08125 0.033 -0.048 -0.055
P 1.11361 3.10503 3.05452 0.049 0.006 0.052
P 0.52419 5.92617 0.11009 -0.041 0.010 -0.019
O 1.89907 -0.05639 -1.55113 0.169 0.057 -0.299
O -0.19475 -0.38054 -2.11376 -0.004 -0.100 -0.091
N -2.06904 0.35193 0.24801 0.091 -0.053 -0.028
N -0.06616 -2.70293 0.08919 -0.002 -0.070 -0.093
N 0.20252 2.18795 -0.56811 0.113 -0.063 0.155
N -0.69803 -0.73232 2.36959 0.107 0.075 -0.088
N 0.58935 1.97716 0.68167 -0.124 0.425 0.381
N 2.29546 -1.54344 0.94869 -0.067 -0.041 -0.076
N 0.06718 3.45856 -0.80561 0.046 -0.020 -0.016
C -0.36557 3.61939 3.96222 0.007 -0.039 0.025
C 5.62288 -1.66030 -1.95638 0.011 -0.025 -0.027
C -3.77112 1.29589 1.69805 0.014 0.013 -0.010
C 0.69358 3.16668 1.30262 0.062 -0.038 -0.006
C -2.20084 -2.80444 -1.16613 0.000 -0.012 -0.020
C 0.82114 7.96691 3.62403 0.018 -0.048 0.035
C -2.58526 0.55953 1.49609 0.015 -0.012 0.032
C 2.10829 -2.88987 1.19066 -0.006 -0.096 0.050
C -0.49490 8.27512 3.93237 -0.009 0.001 -0.009
C 6.87817 0.73838 -1.35939 -0.017 -0.004 0.006
C 5.04990 0.12025 -8.08784 0.007 0.001 -0.008
C 3.32779 4.50160 2.23295 -0.026 -0.047 0.029
C 1.22245 0.71243 -3.72198 -0.047 -0.059 -0.024
C 5.84524 0.69958 -2.28578 0.000 0.027 0.021
C 6.65716 -1.62889 -1.02767 0.000 0.000 0.021
C 1.92602 -3.99380 -5.40339 -0.006 -0.007 0.001
C -1.51062 3.81954 6.07291 -0.038 0.019 -0.005
C -0.70810 7.32002 -1.92644 0.023 -0.007 0.007
C 0.37108 4.12489 0.33530 -0.036 0.008 -0.019
C 1.48000 -4.60327 -4.24056 0.003 0.001 0.000
C -0.85957 6.29175 -1.00566 -0.016 0.011 -0.005
C 2.44403 4.29149 3.28820 0.024 0.058 -0.126
C -2.33757 0.31476 3.87880 0.020 -0.013 -0.035
C 4.93486 -0.37082 -5.71818 -0.017 -0.018 -0.014
C 6.99658 -0.69411 -6.94312 0.000 -0.002 0.004
C -3.13907 5.99350 -1.72287 0.002 0.007 -0.003
C 6.38382 -0.26120 -8.11001 0.002 0.002 0.000
C 4.33543 0.06677 -6.89936 -0.010 0.009 -0.003
C 2.46096 -2.82530 -2.94819 0.005 0.031 0.032
C 4.03396 0.22128 1.05535 -0.058 0.005 0.001
C 4.42176 5.33596 2.40385 0.038 -0.003 0.062
C -1.22490 7.13025 1.95172 -0.035 -0.031 -0.032
C 3.14091 -3.49333 1.83005 -0.006 0.074 -0.024
C -2.08088 5.62566 -0.90969 0.002 -0.016 -0.008
C 0.90653 -3.52014 0.63027 0.173 -0.032 -0.009
C -3.51906 1.05761 4.08058 0.006 0.021 0.006
C -2.70103 0.85032 -0.79107 -0.010 0.004 0.010
C -4.23184 1.52347 3.01520 0.002 0.012 -0.009
C -2.60689 4.49301 4.04537 -0.002 0.017 -0.027
C 0.97006 0.03625 -2.41303 0.035 -0.025 -0.113
C 0.09533 6.79901 1.64699 0.020 -0.024 0.049
C 2.68685 1.03116 -3.97763 0.041 0.137 -0.166
C -1.51751 7.86120 3.09067 -0.002 -0.010 0.029
C 5.20171 -0.49817 -2.60092 0.013 -0.003 -0.015
C -1.48464 4.12686 3.31460 0.013 0.065 -0.037
C -0.39357 3.44442 5.34795 0.018 -0.016 0.000
C -1.88699 0.04455 2.61721 -0.032 0.009 -0.011
C -3.90478 1.57323 -0.68594 0.025 -0.014 -0.001
C 2.91878 -2.19904 -4.10898 -0.035 -0.011 0.032
C -2.98455 7.02582 -2.64039 -0.001 -0.002 0.003
C 4.64463 5.94309 3.63017 0.008 -0.015 -0.038
C 3.76776 5.72604 4.68654 -0.041 0.026 0.007
C 2.66532 4.90678 4.51727 -0.042 0.037 0.038
C 6.27548 -0.74914 -5.75807 0.025 -0.007 -0.007
C 7.28875 -0.42996 -0.72894 -0.004 0.025 0.002
C 3.48395 -1.13638 1.31587 -0.026 0.050 0.028
C 1.75645 -4.01857 -3.01264 -0.021 0.001 -0.015
C -1.02596 -3.39983 -0.46952 -0.013 0.045 0.031
C -4.43230 1.79534 0.55216 -0.004 0.002 0.001
C -2.61860 4.35117 5.42169 0.017 -0.011 0.035
C 2.64431 -2.80721 -5.33399 0.015 -0.008 -0.022
C 0.67720 -4.84971 0.47570 -0.095 0.034 0.124
C -1.77048 7.68551 -2.74210 -0.001 0.004 -0.007
C 1.11897 7.23617 2.48339 0.021 -0.005 -0.023
H 0.62043 1.62799 -3.68900 0.000 -0.002 0.012
H -5.35028 2.35757 0.67573 0.000 0.000 0.000
H 4.22992 0.74824 1.98766 0.026 0.015 0.019
H 6.94529 -0.21736 -9.03404 0.002 0.001 -0.004
H -2.02973 6.84005 1.28878 0.013 0.007 0.018
H 8.03828 -0.98806 -6.95420 0.004 -0.001 -0.006
H -1.64434 8.48453 -3.46026 -0.001 0.004 -0.004
H -1.84665 -2.13804 -1.95404 -0.005 0.007 0.007
H 2.14860 7.02792 2.21792 -0.017 0.012 0.010
H 1.43218 -4.49922 -2.09902 -0.010 -0.018 0.026
H -1.77878 -0.05267 4.73077 0.001 0.002 0.007
H 6.98590 -2.54599 -0.55419 -0.010 -0.005 0.006
H 3.32527 0.80168 0.46564 0.008 -0.010 0.013
H -0.90435 -1.72518 2.43644 0.008 0.010 0.034
H -5.14416 2.08828 3.16058 -0.004 0.001 0.006
H -2.22941 0.69111 -1.75412 -0.009 -0.004 -0.001
H 0.44984 2.99168 5.85463 0.019 -0.003 -0.024
H 5.49905 6.59314 3.76432 0.008 0.005 -0.003
H 3.00685 -2.35974 -6.25243 0.008 0.015 0.000
H 6.77052 -1.08608 -4.85383 -0.006 -0.001 0.007
H 5.55623 1.61925 -2.78396 -0.011 0.002 0.005
H 3.15169 4.04387 1.26724 0.034 0.008 0.020
H -3.46995 4.89664 3.53102 -0.005 0.003 -0.001
H 4.95722 0.13300 0.48130 0.026 0.013 -0.009
H -2.80002 -2.22194 -0.46556 -0.001 0.003 -0.003
H 0.00673 -0.48854 3.07114 -0.013 -0.012 0.001
H 3.29469 0.37526 -6.90240 -0.006 -0.006 0.004
H 3.06329 1.71729 -3.21680 -0.031 -0.024 0.037
H -2.82870 -3.57711 -1.60434 -0.001 -0.002 -0.003
H -1.52036 3.69345 7.14742 0.002 0.000 0.008
H -3.49050 4.64513 5.99174 -0.006 0.003 -0.002
H 3.23046 -4.52326 2.13074 0.015 -0.010 0.012
H 1.72640 -4.44710 -6.36576 -0.006 -0.002 -0.005
H -2.20386 4.80621 -0.21130 0.005 -0.008 0.004
H 7.37143 1.67650 -1.13928 0.007 0.005 0.003
H -1.48527 4.24286 2.23897 -0.019 0.006 -0.001
H 3.93978 6.20488 5.64134 -0.005 0.003 0.006
H 0.77894 0.09312 -4.50575 0.039 -0.032 0.007
H 0.24856 7.82075 -2.01015 0.003 0.000 0.000
H 5.16417 -2.61139 -2.20202 -0.024 -0.010 0.006
H 1.62359 8.30950 4.26317 0.023 -0.006 0.017
H 1.97487 4.76493 5.33799 -0.012 -0.026 0.012
H -4.08523 5.47266 -1.64669 0.000 -0.002 -0.001
H 8.10464 -0.40586 -0.01782 0.004 -0.002 0.002
H 2.76932 1.55578 -4.93204 0.008 0.008 0.027
H 2.66125 -2.37920 -1.97993 0.041 -0.017 -0.004
H -2.54405 8.12134 3.31339 -0.009 0.000 0.001
H 5.08709 5.52120 1.57173 -0.005 0.001 -0.011
H -0.72328 8.85538 4.81693 0.001 0.006 0.002
H -4.37661 1.94901 -1.58235 -0.007 0.005 -0.001
H -3.81073 7.31011 -3.27876 -0.004 0.001 -0.003
H 0.92953 -5.53436 -4.29091 0.002 -0.004 0.001
H 4.56744 0.46177 -8.99465 0.000 0.003 -0.004
H 1.30568 -5.67388 0.76709 -0.009 -0.011 0.026
H -3.85342 1.25289 5.08999 -0.006 0.001 0.005